Entry one
DFT (ωB97M-V with the def2-TZVPD basis set) results for a cluster of 2 separate species, C2H7N4O in total.

The calculation puts the gap between HOMO and LUMO (spin up / spin down) at 7.72 / 8.96 eV. The LUMO energy (spin up / spin down) comes out at -6.67 / -6.00 eV.

```
! RIJCOSX wB97M-V def2-TZVPD def2/J DEFGRID3
* xyz 1 1
C -2.72 -0.01 0.10
C 1.03 0.22 -0.01
N 2.35 0.22 0.09
N 0.36 1.37 -0.19
N -2.23 -1.17 -0.09
N 0.31 -0.88 0.22
O -2.41 1.14 0.21
H -3.85 -0.38 0.05
H 2.92 1.07 0.14
H 2.83 -0.57 0.30
H 0.84 2.27 -0.19
H -0.77 1.36 -0.19
H -2.49 -2.06 0.23
H 0.26 -1.84 -0.22
*
```

Entry two
DFT (ωB97M-V with the def2-TZVPD basis set) results for the ion C2H7N4O with charge +1.

The calculation puts the gap between HOMO and LUMO at 8.88 eV. The structure (SMILES) is NC1=C(O)N[NH2+]N1. The LUMO energy comes out at -3.71 eV.

```
! RIJCOSX wB97M-V def2-TZVPD def2/J DEFGRID3
* xyz 1 1
N -1.14 1.81 -0.01
C -0.35 0.68 -0.01
C -0.64 -0.61 0.04
O -1.84 -1.19 -0.02
N 0.45 -1.47 -0.07
N 1.58 -0.46 0.14
N 1.05 0.91 -0.08
H -2.15 1.81 -0.28
H -1.02 2.29 0.94
H -1.94 -1.90 0.58
H 0.39 -1.98 -0.95
H 2.42 -0.75 -0.38
H 1.91 -0.52 1.15
H 1.25 1.38 -1.05
*
```

The winner here is entry two, beating the second structure by 46.7 kJ/mol.